C18H32N2O5 | ωB97M-V/def2-TZVPD

Last column: Löwdin charge in e.
Geometry (Å):
C -3.718 2.399 -1.522  -0.099
C -2.862 3.280 -0.621  -0.241
C -2.405 2.596 0.670  -0.135
C -1.487 1.377 0.512  -0.313
C -0.704 1.131 1.835  -0.082
N 0.191 -0.002 1.719  -0.078
C -0.572 -1.210 1.471  -0.081
C -1.336 -1.109 0.122  -0.318
C -2.169 -2.357 -0.185  -0.146
C -1.400 -3.673 -0.281  -0.254
C -2.345 -4.823 -0.610  -0.108
C -0.298 -0.791 -0.977  -0.077
N 0.473 0.398 -0.648  -0.079
C -0.421 1.545 -0.591  -0.087
C 1.149 0.170 0.625  -0.249
C 2.205 1.232 0.973  -0.271
O 2.815 0.900 2.193  -0.001
C 3.284 1.375 -0.119  -0.267
O 2.753 2.019 -1.255  -0.021
C 3.967 0.074 -0.580  -0.319
O 4.876 0.390 -1.617  -0.016
C 4.764 -0.643 0.514  -0.212
O 5.319 -1.834 0.023  -0.046
C -2.254 0.089 0.294  -0.298
O -3.456 -0.004 0.366  0.122
H -4.113 2.982 -2.351  0.073
H -3.145 1.571 -1.933  0.062
H -4.549 1.980 -0.962  0.075
H -1.998 3.651 -1.176  0.101
H -3.453 4.151 -0.328  0.109
H -3.289 2.269 1.221  0.124
H -1.885 3.340 1.279  0.120
H -0.128 2.023 2.090  0.131
H -1.405 0.937 2.651  0.145
H -1.280 -1.360 2.291  0.145
H 0.120 -2.054 1.450  0.132
H -2.695 -2.184 -1.128  0.131
H -2.933 -2.447 0.591  0.127
H -0.637 -3.609 -1.059  0.105
H -0.901 -3.887 0.666  0.105
H -3.107 -4.922 0.159  0.074
H -1.797 -5.760 -0.674  0.070
H -2.841 -4.649 -1.563  0.074
H -0.801 -0.631 -1.935  0.143
H 0.397 -1.627 -1.089  0.130
H 0.161 2.450 -0.401  0.135
H -0.890 1.642 -1.571  0.130
H 1.689 -0.781 0.547  0.158
H 1.739 2.227 1.058  0.144
H 2.124 0.571 2.785  0.099
H 4.058 2.044 0.275  0.169
H 2.007 1.483 -1.568  0.084
H 3.207 -0.614 -0.987  0.150
H 4.514 1.154 -2.088  0.092
H 4.121 -0.911 1.351  0.117
H 5.548 0.037 0.875  0.136
H 5.793 -1.607 -0.787  0.086

Output
Orbital gap   9.5652 eV
ΔE to the lowest compared entry with this formula, charge and spin   3.0 kcal/mol
SMILES string   CCC[C@]12CN3C[C@](CCC)(CN(C1)[C@H]3[C@@H](O)[C@H](O)[C@@H](O)CO)C2=O
HOMO level   -0.3311 Eh

---

C3H9BrFGdP | ωB97M-V/def2-TZVPD

Last column: Löwdin charge in e.
Geometry (Å):
C -2.124 -0.757 -0.121  -0.036
C -0.697 -1.029 -0.578  -0.187
C 0.068 0.256 -0.737  -0.368
F 0.621 0.528 -1.925  0.089
P 1.787 0.217 0.640  0.594
Br 3.249 1.183 2.032  0.549
H -2.230 -0.394 0.899  0.095
H -2.630 -1.719 -0.168  0.123
H -2.656 -0.078 -0.777  0.103
H -0.637 -1.463 -1.577  0.163
H -0.237 -1.746 0.109  0.135
H -0.526 1.161 -0.473  0.074
H 2.634 -0.487 -0.216  0.061
H 1.118 -0.544 1.599  0.024
H 1.605 1.813 0.388  -0.371
Gd 0.653 3.059 0.905  1.954

Output
Orbital gap (spin up / spin down)   6.1436 / 7.8134 eV
Net charge   +3
Spin multiplicity   8
<S²>   16.41
HOMO level (spin up / spin down)   -0.8320 / -0.8230 Eh

---

no.,DFT total energy (eV)
1,-32403.3345
2,-106101.2719